Record 1
C32H41BBr2N2O5S | ωB97M-V with the def2-TZVPD basis set

Values from the calculation:
charge	0
SMILES string	C#CCc1cc2c(c(C[C@H](C)Br)c1CC(=O)Br)Sc1c(CCCCOC(C)=O)ccc(OC[C@H](C)C(C)C)c1N2B(N)O
Kohn-Sham gap	7.45	eV
HOMO	-8.0798	eV

Geometry (Å):
C -0.662548 -4.837729 3.074375
C -0.154613 -5.238742 1.801614
C 0.645430 -5.545541 0.366198
C 0.783443 -4.058755 -0.374780
C -0.663238 -3.237750 -0.548476
C -0.639255 -1.726445 -1.227497
C 0.827471 -1.105503 -1.717128
C 2.255222 -1.922495 -1.593390
C 3.594616 -1.168486 -2.171099
C 4.444865 -0.320202 -1.052026
C 4.919872 1.147706 -1.697701
Br 6.194109 -1.240561 -0.552300
C 2.231946 -3.431645 -0.901636
C 3.658013 -4.266418 -0.772038
C 4.021177 -4.748378 -2.331490
O 5.163543 -4.422734 -2.959984
Br 2.713543 -5.902863 -3.387985
S 0.729327 0.658865 -2.443306
C -0.630986 1.459256 -1.367026
C -0.580383 3.027845 -0.862898
C 0.780280 3.884967 -1.313127
C 1.954993 3.416778 -0.218417
C 1.753449 4.319824 1.141454
C 2.646854 5.714057 1.161267
O 4.005754 5.551670 1.700847
C 4.941037 4.995426 0.710936
C 5.061238 5.413754 -0.869640
O 5.832930 4.069541 1.158981
C -1.780275 3.698900 0.042646
C -3.061253 2.741398 0.420969
C -3.112604 1.146557 -0.054463
O -4.290748 0.355842 0.334542
C -4.743087 0.657348 1.701832
C -5.420355 -0.696789 2.385722
C -5.797927 -0.280461 3.960677
C -4.381015 -1.968822 2.492296
C -2.794022 -1.556639 2.481382
C -4.694730 -3.066543 1.284254
C -1.897041 0.443924 -0.963178
N -1.967162 -1.014269 -1.366362
B -2.508350 -1.198129 -2.784393
N -3.823140 -1.985824 -2.981300
O -1.854522 -0.720544 -4.021871
H -1.318873 -4.312483 3.918583
H 1.676700 -6.014075 0.660064
H -0.015116 -6.287604 -0.266433
H -1.677973 -3.729116 -0.166743
H 4.296088 -1.982388 -2.637043
H 3.354463 -0.401556 -3.053331
H 3.769357 -0.123620 -0.116784
H 5.149157 1.940360 -0.844111
H 4.175278 1.546156 -2.515089
H 5.976703 0.918925 -2.200056
H 4.522543 -3.651091 -0.272592
H 3.557256 -5.268772 -0.152493
H 0.622105 5.037051 -1.173914
H 1.162782 3.589367 -2.384302
H 1.670702 2.297305 0.081741
H 3.035521 3.489409 -0.661909
H 0.615227 4.679600 1.125656
H 1.853038 3.691292 2.148064
H 2.076236 6.438062 1.919721
H 2.584786 6.237229 0.116127
H 4.453797 6.398980 -1.067673
H 6.217758 5.515445 -1.127967
H 4.644019 4.603899 -1.624635
H -1.652626 4.824837 0.361292
H -3.934188 3.255790 1.045475
H -5.533683 1.544392 1.608041
H -3.900833 1.004282 2.438242
H -6.449859 -0.970464 1.873554
H -6.512715 -1.090019 4.436009
H -6.268573 0.794811 4.023142
H -4.771457 -0.351469 4.555750
H -4.595413 -2.500206 3.534767
H -2.540100 -0.697383 3.265332
H -2.155846 -2.494059 2.794807
H -2.408947 -1.238805 1.410938
H -4.748535 -4.117593 1.820396
H -3.813224 -3.005646 0.484018
H -5.749830 -2.866411 0.807718
H -4.574403 -1.344429 -3.319228
H -4.054696 -2.356093 -2.024964
H -2.438484 -0.045305 -4.506657

Atoms 1-2, force components in eV/Å:
C 2.896 -2.126 -9.225
C -3.018 3.015 8.206



Record 2
C83H86Ge2HfN4P2S5 | ωB97M-V with the def2-TZVPD basis set

Values from the calculation:
charge	+2
Kohn-Sham gap	5.75	eV
HOMO	-11.1438	eV

Geometry (Å):
Hf -2.157925 0.967035 1.708109
C 0.544956 0.344224 5.059876
C -0.570956 0.244190 4.059751
N -0.740564 1.268791 3.150024
N -0.148862 2.488263 3.399621
C -0.730701 3.628566 3.037602
N -0.215596 4.797722 3.431076
S -2.164025 3.616938 2.126825
C -1.467081 -0.792709 3.913320
C -1.459670 -1.984990 4.728465
C -2.248119 -3.030177 4.462565
C -3.130906 -3.036182 3.270655
C -3.375167 -1.657060 2.642081
N -2.439375 -0.621833 2.927299
H 1.511125 0.385947 4.550833
H 0.558980 -0.504368 5.733458
H 0.427771 1.243586 5.666704
H 0.762720 2.503864 3.851305
H 0.716857 4.862945 3.807209
H -0.628614 5.638140 3.060578
H -0.809579 -1.987003 5.587629
H -2.267269 -3.901240 5.095535
H -4.069691 -3.544056 3.482711
H -4.407238 -1.304667 2.787963
C -4.646320 2.118776 -0.830836
C -4.983769 2.400288 0.638522
P -4.918144 0.769818 1.533060
C -5.137385 0.991761 3.353386
C -6.083702 0.214534 4.023617
C -6.072428 0.121846 5.404117
C -5.118164 0.799509 6.142287
C -4.173741 1.574382 5.487768
C -4.161584 1.645284 4.104472
C -6.636250 0.290835 1.092663
C -7.621504 1.167976 1.554997
C -8.943597 0.975379 1.211898
C -9.300381 -0.087812 0.396205
C -8.333329 -0.977634 -0.035538
C -7.003720 -0.799161 0.320876
C -3.370440 1.276185 -0.961458
P -3.906304 -0.515535 -0.734312
C -2.561705 -1.379111 0.227296
C -1.292617 -0.927831 0.212641
C -0.033616 -2.953260 1.875722
C -1.074766 -3.745525 2.072621
C -2.528811 -3.535974 1.900519
C -3.160846 -2.305401 1.213544
C -3.612467 -1.094653 -2.450829
C -2.364733 -1.434562 -2.958583
C -2.231683 -1.740821 -4.298886
C -3.333820 -1.730548 -5.137882
C -4.584079 -1.422648 -4.628366
C -4.723636 -1.095688 -3.291758
H -4.542404 3.067482 -1.361539
H -5.477513 1.577720 -1.298663
H -5.978818 2.844709 0.721094
H -4.260677 3.104032 1.061462
H -6.840059 -0.319698 3.467110
H -6.813112 -0.487631 5.898759
H -5.108422 0.721560 7.218562
H -3.436243 2.119247 6.057861
H -3.420325 2.266748 3.613238
H -7.352065 1.989794 2.205293
H -9.691620 1.662999 1.574373
H -10.330539 -0.219775 0.103168
H -8.608495 -1.811997 -0.662319
H -6.264598 -1.514772 -0.015468
H -2.645066 1.611775 -0.198150
H -2.916605 1.401584 -1.948200
H -0.979928 -0.209495 -0.542583
H 0.949527 -3.252660 2.206399
H -0.859341 -4.685610 2.567910
H -2.982392 -4.463252 1.548934
H -4.135045 -2.618428 0.825181
H -1.492622 -1.479550 -2.324387
H -1.249875 -1.969857 -4.679702
H -3.216352 -1.965088 -6.184901
H -5.447266 -1.428292 -5.274706
H -5.694791 -0.844284 -2.887975
C -0.085572 -0.988474 -7.228758
C 0.457826 -0.063293 -6.182638
C 1.810157 -0.068373 -5.872759
C 2.355006 0.851348 -4.990599
C 3.824131 0.841112 -4.688744
C 1.520222 1.802298 -4.396774
C 0.145049 1.777612 -4.642052
C -0.751973 2.793249 -3.997764
C -0.367254 0.839513 -5.524781
C 2.128693 2.937204 -3.660867
C 2.664810 3.963326 -4.437568
C 3.250892 5.071189 -3.857278
C 3.311880 5.175254 -2.482085
C 2.783918 4.171428 -1.680334
C 2.196606 3.061486 -2.278021
Ge 1.438188 1.674031 -1.034295
S -0.294210 2.160635 0.154737
S 3.020102 0.690677 0.422209
Ge 2.483102 -1.222036 -0.526890
S 0.104453 -1.336683 1.216917
S 1.215425 -0.457569 -2.159079
C 3.491786 -2.940251 -0.204619
C 4.547720 -2.918968 0.704912
C 5.335879 -4.058953 0.818814
C 5.067784 -5.181831 0.060137
C 3.994537 -5.189760 -0.809427
C 3.179947 -4.069868 -0.954410
C 2.026656 -4.179362 -1.879362
C 0.938436 -4.987948 -1.522211
C 0.887087 -5.675368 -0.189924
C -0.066356 -5.217468 -2.446442
C -0.010405 -4.693398 -3.733009
C -1.053216 -5.072421 -4.739752
C 1.072025 -3.894227 -4.069916
C 2.103358 -3.650326 -3.171319
C 3.335677 -2.935606 -3.638638
C 4.817145 -1.789027 1.627147
C 5.670663 -0.741021 1.269919
C 6.344660 -0.734599 -0.067540
C 5.926489 0.263317 2.192263
C 5.358217 0.251259 3.458739
C 5.624267 1.357614 4.433033
C 4.548249 -0.819392 3.809739
C 4.291228 -1.852867 2.921142
C 3.543066 -3.067163 3.386266
C 2.878877 4.359287 -0.216473
C 4.006289 3.897917 0.468951
C 5.097447 3.176228 -0.260522
C 4.135642 4.190537 1.818735
C 3.225564 5.012901 2.469072
C 3.419203 5.361913 3.916175
C 2.152368 5.518385 1.747869
C 1.941599 5.176838 0.421247
C 0.741149 5.680977 -0.320125
H 0.715058 -1.343699 -7.873354
H -0.826169 -0.476371 -7.838952
H -0.565806 -1.857972 -6.780423
H 2.461884 -0.776210 -6.366720
H 4.287375 -0.074878 -5.047995
H 3.996579 0.923902 -3.613710
H 4.321398 1.684221 -5.167238
H -0.435835 3.802323 -4.263691
H -0.704434 2.710757 -2.906445
H -1.781197 2.653302 -4.321138
H -1.427276 0.838403 -5.735743
H 2.604970 3.883738 -5.512752
H 3.660902 5.854059 -4.475673
H 3.761124 6.034219 -2.005676
H 6.154079 -4.044312 1.522995
H 5.685321 -6.060832 0.161416
H 3.770376 -6.061434 -1.406091
H 1.141804 -4.998050 0.620226
H 1.600001 -6.497734 -0.170797
H -0.103015 -6.083766 -0.007722
H -0.886184 -5.866933 -2.175076
H -2.020658 -5.224344 -4.265043
H -0.768189 -6.016161 -5.206086
H -1.152987 -4.330255 -5.527883
H 1.149562 -3.498917 -5.073300
H 3.090373 -2.248009 -4.444317
H 4.059925 -3.665378 -4.006985
H 3.820829 -2.382313 -2.830295
H 5.664717 -1.061666 -0.857729
H 7.191266 -1.421179 -0.057754
H 6.719005 0.256698 -0.309046
H 6.593549 1.068622 1.919603
H 6.646827 1.715351 4.344022
H 5.457457 1.022577 5.454281
H 4.956342 2.196281 4.233088
H 4.130367 -0.872282 4.806739
H 4.260029 -3.813989 3.731569
H 2.974383 -3.517968 2.577103
H 2.880268 -2.829796 4.217842
H 4.696884 2.521187 -1.032532
H 5.691583 2.588142 0.432300
H 5.749030 3.900179 -0.750469
H 4.989850 3.810689 2.359625
H 4.391570 5.826726 4.063910
H 3.390174 4.465867 4.536732
H 2.659272 6.058950 4.262938
H 1.487868 6.235995 2.207318
H 0.156082 6.356081 0.298482
H 0.107488 4.840921 -0.610198
H 1.028813 6.200379 -1.232114

Atoms 1-2, force components in eV/Å:
Hf 0.552 0.900 -1.424
C -0.273 -0.003 -0.240



Record 3
C4H7O2 | ωB97M-V with the def2-TZVPD basis set

Values from the calculation:
charge	+1
energy above the lowest of the compared OMol25 structures with the same formula, charge and spin	2.968	eV
Kohn-Sham gap	9.41	eV
HOMO	-15.5313	eV

Geometry (Å):
C -2.501690 -0.227372 0.114768
C -0.325120 0.599857 -0.161482
C 1.407629 -0.412959 -0.082348
C 2.700726 0.001624 0.029831
O -0.098207 1.714494 -0.107398
O -1.077564 -0.382352 -0.170133
H -2.859968 -1.210981 0.598863
H -2.695910 0.785711 0.740181
H -2.962385 -0.053639 -0.896839
H 1.100360 -0.637316 -1.098238
H 0.890375 -0.955614 0.792216
H 3.112629 0.277272 1.031947
H 3.309131 0.501281 -0.791369

Atoms 1-2, force components in eV/Å:
C -2.552 1.648 0.455
C 0.485 0.139 0.483



Record 4
C3H5O3P | ωB97M-V with the def2-TZVPD basis set

Values from the calculation:
charge	0
energy above the lowest of the compared OMol25 structures with the same formula, charge and spin	3.352	eV
Kohn-Sham gap (spin up / spin down)	6.53 / 8.30	eV
HOMO (spin up / spin down)	-8.6292 / -9.4607	eV

Geometry (Å):
C 0.556208 1.739820 0.964559
C 1.636797 0.953329 0.415157
C -0.929299 -1.210156 -0.952890
O 1.451041 -2.653206 -1.143139
O -0.485170 1.236875 1.426067
O 1.506385 -0.249284 -0.085336
P 0.690471 -1.791453 -0.217169
H 0.886576 2.693542 1.110095
H 2.570912 1.473055 0.401724
H -1.027511 -1.538641 -1.927649
H -1.770114 -1.391076 -0.317392
H -0.833479 -0.106823 -1.022635

Atoms 1-2, force components in eV/Å:
C -0.632 -4.589 0.639
C -1.947 0.038 -0.156



M readings, ordered: 736.38; 1685.62; 87.10; 120.04 g mol⁻¹